DFT (ωB97M-V/def2-TZVPD) results for a cluster of 6 separate species, C39H31ClF4O22 in total at a distorted geometry.

Computed properties:
- Net charge: 0
- Electronic energy: -4019.6901 a.u.
- SMILES: O=C1C[C@@H](C(F)(F)C(F)F)[C@@H](CCCCl)O1.O=C1C=C(O)C(=O)C=C1O.O=C1C=C(O)C(=O)C=C1O.O=C1C=C(O)C(=O)C=C1O.O=C1C=C(O)C(=O)C=C1O.O=C1C=C(O)C(=O)C=C1O
- Maximum force: 1.62 eV/A

Last column: Mulliken charge in e.
Cartesian coordinates (Å):
Cl: -4.409 1.370 1.565  -0.20
F: -3.162 3.605 -2.163  -0.21
F: -0.025 3.329 -3.444  -0.30
F: -2.329 5.458 -2.982  -0.30
F: -0.197 4.888 -1.909  -0.35
O: 5.800 3.716 -7.354  -0.64
O: -6.125 -2.123 9.969  -0.54
O: 3.641 -0.949 -8.553  -0.67
O: 3.721 0.845 -10.443  -0.58
O: 8.144 0.334 -2.300  -0.66
O: 7.387 4.952 -1.824  -0.59
O: 0.040 0.783 -2.379  -0.45
O: 4.853 4.396 -1.537  -0.70
O: -5.681 -0.796 7.523  -0.42
O: 0.899 -4.905 -2.069  -0.65
O: 2.228 0.713 -1.883  -0.63
O: 4.459 -2.098 -4.768  -0.72
O: 1.914 -2.812 -0.890  -0.60
O: 3.357 -4.140 -6.002  -0.60
O: -1.044 1.133 5.355  -0.58
O: -6.559 -6.738 10.749  -0.63
O: -8.461 -2.202 8.830  -0.63
O: -1.029 -0.134 7.633  -0.62
O: -5.688 0.413 5.213  -0.68
O: -8.870 -6.826 9.558  -0.57
O: 5.781 1.902 -5.486  -0.38
O: 5.586 -0.206 -2.079  -0.43
C: -6.194 -4.428 10.427  -0.95
C: -2.397 0.701 -1.951  -0.78
C: -0.773 3.740 -2.370  0.69
C: -2.171 4.109 -2.948  -0.17
C: 1.163 1.255 -1.780  0.43
C: -6.721 -3.300 9.925  0.36
C: 7.042 3.673 -1.890  0.35
C: 1.700 -4.287 -2.747  0.98
C: 5.250 1.563 -6.654  -0.03
C: 5.303 2.657 -7.691  1.01
C: 2.334 -3.070 -2.122  0.22
C: -0.704 2.701 -1.242  0.18
C: 2.065 -4.642 -4.106  -1.03
C: -6.937 -5.664 10.318  1.04
C: -8.277 -5.644 9.622  0.37
C: -3.369 0.854 5.151  -0.86
C: -2.130 -0.024 7.129  0.97
C: -8.806 -4.519 9.120  -1.07
C: 4.233 1.188 -9.269  0.32
C: -2.211 0.691 5.804  0.22
C: 7.432 1.307 -2.143  1.10
C: 4.709 0.364 -6.910  -0.95
C: -4.012 1.658 -0.163  -0.27
C: 5.952 1.065 -1.997  -0.26
C: -3.355 -0.532 7.719  -0.85
C: 0.826 2.506 -0.976  -1.21
C: -8.070 -3.278 9.245  1.04
C: 3.237 -2.328 -2.776  -0.79
C: -1.034 1.226 -1.533  -0.04
C: 3.622 -2.700 -4.117  1.15
C: 4.162 0.102 -8.223  1.18
C: 2.967 -3.897 -4.760  0.31
C: 5.563 3.421 -1.723  1.21
C: 4.769 2.388 -9.012  -1.07
C: 7.915 2.676 -2.087  -1.13
C: 5.080 2.062 -1.800  -0.69
C: -3.329 0.426 -0.761  -0.93
C: -4.590 0.330 5.730  1.14
C: -4.511 -0.366 7.065  0.12
H: -2.764 -0.058 0.039  0.52
H: -0.381 0.873 6.024  0.38
H: 6.402 -0.721 -2.228  0.33
H: 4.002 -3.444 -6.235  0.37
H: 6.089 2.823 -5.590  0.36
H: -4.961 1.870 -0.649  0.40
H: 4.824 3.173 -9.753  0.43
H: -2.265 3.745 -3.975  0.29
H: -3.379 2.535 -0.177  0.10
H: -9.764 -4.496 8.621  0.43
H: 4.664 -0.427 -6.176  0.73
H: -4.114 -0.260 -1.083  0.40
H: -5.230 -4.454 10.915  0.44
H: -2.202 -0.272 -2.412  0.35
H: -3.436 1.365 4.200  0.29
H: 1.470 3.283 -1.379  0.48
H: -8.267 -7.455 10.002  0.37
H: 6.558 5.446 -1.672  0.38
H: -0.844 0.747 -0.560  0.19
H: -6.347 -0.547 6.851  0.35
H: -6.724 -1.491 9.527  0.35
H: 8.976 2.845 -2.205  0.43
H: 4.019 1.881 -1.701  0.67
H: -2.876 1.310 -2.716  0.32
H: -1.126 3.114 -0.328  1.05
H: 3.699 -1.448 -2.354  0.50
H: 1.273 -3.517 -0.676  0.36
H: -3.294 -1.032 8.676  0.50
H: 3.404 -0.073 -10.341  0.38
H: 1.040 2.291 0.070  0.41
H: 1.590 -5.505 -4.551  0.44